No. 1
This record from the OMol25 dataset describes 4 unconnected molecules or ions with the total composition C11H16Cl4N2O at a distorted geometry. The level of theory is the ωB97M-V functional and the def2-TZVPD basis.

Cartesian coordinates (Å):
1 N 0.697 -4.942 -1.006
2 C 0.052 -4.284 -2.024
3 C -1.031 -3.646 -1.424
4 C -1.059 -3.942 -0.076
5 C 0.037 -4.765 0.191
6 H 1.524 -5.502 -1.158
7 H 0.428 -4.305 -3.036
8 H -1.796 -3.093 -1.949
9 H -1.754 -3.596 0.675
10 H 0.364 -5.327 1.054
11 N 0.661 5.327 -0.405
12 C 1.675 5.121 0.510
13 C 2.023 3.782 0.473
14 C 1.141 3.134 -0.348
15 C 0.264 4.112 -0.901
16 H 0.271 6.232 -0.627
17 H 2.112 5.960 1.032
18 H 2.830 3.316 1.019
19 H 1.131 2.081 -0.591
20 H -0.628 4.088 -1.510
21 C -3.236 0.746 -0.121
22 Cl -3.356 0.704 1.638
23 Cl -4.657 1.588 -0.729
24 Cl -1.740 1.403 -0.800
25 Cl -3.368 -0.926 -0.631
26 C 0.416 -1.033 0.649
27 C 0.765 0.191 1.519
28 O 2.130 0.388 1.269
29 H 0.464 -0.839 -0.422
30 H -0.648 -1.246 0.751
31 H 0.924 -1.948 0.953
32 H 0.556 -0.045 2.562
33 H 0.207 1.119 1.392
34 H 2.599 0.144 2.070

Cartesian forces, eV/Å:
N -0.016 -0.106 -0.225
C -0.445 0.326 1.162
C -0.045 0.047 -2.002
C 1.029 -1.047 1.629
C -0.256 0.123 -0.847
H -0.231 0.113 0.256
H -0.130 0.040 0.147
H 0.209 0.135 -0.055
H -0.054 -0.054 -0.166
H -0.092 0.328 0.071
N 0.298 -0.666 0.982
C 0.348 0.340 -0.722
C 0.765 1.179 1.368
C -2.472 0.401 -2.278
C 1.020 -0.512 0.571
H -0.056 -0.375 0.113
H 0.045 -0.131 -0.071
H -0.113 0.098 0.054
H -0.008 0.088 0.079
H 0.264 -0.340 -0.146
C -0.355 -0.540 -0.192
Cl 0.610 0.532 0.211
Cl 0.005 0.509 -0.215
Cl -0.460 0.162 0.570
Cl 0.077 -0.715 -0.401
C -2.000 0.826 0.276
C -0.316 -1.498 -0.292
O 1.177 0.818 0.609
H 0.727 0.025 0.023
H -0.264 -0.180 0.280
H 0.322 0.317 -0.129
H 0.256 -0.258 0.260
H -0.093 -0.100 -0.783
H 0.257 0.115 -0.137

Calculated values
- SMILES: ClC(Cl)(Cl)Cl.c1cc[nH]c1.c1cc[nH]c1.CCO
- HOMO-LUMO gap: 8.325 eV
- Total charge: 0
- LUMO: 0.016 Eh
- Multiplicity: 1

No. 2
This record from the OMol25 dataset describes 5 unconnected molecules or ions with the total composition C26H52BrClN7O8 at a distorted geometry. The level of theory is the ωB97M-V functional and the def2-TZVPD basis.

Cartesian coordinates (Å):
1 C -0.227 4.005 1.119
2 C 1.247 4.332 1.824
3 C 1.369 3.595 3.282
4 O 2.217 2.389 3.302
5 N 1.491 1.258 3.257
6 C 1.368 0.671 1.866
7 O 1.986 1.185 0.608
8 C 3.420 0.767 0.756
9 C 3.863 -0.398 -0.328
10 O 3.809 0.047 -1.731
11 C 3.637 -1.084 -2.663
12 C 2.021 -1.109 -3.091
13 C 0.417 -0.639 2.133
14 C -0.116 -1.707 1.009
15 C -1.237 -1.089 -0.031
16 O -0.877 -0.720 -1.281
17 Cl -3.060 -0.879 0.374
18 N 0.091 -0.699 3.623
19 N -0.726 -1.723 4.072
20 C -1.820 -1.251 5.002
21 C -2.664 0.056 4.490
22 C 0.773 0.456 4.321
23 Br 0.737 0.855 6.279
24 H -0.599 2.981 1.567
25 H -0.969 4.903 1.356
26 H -0.143 3.934 -0.047
27 H 1.255 5.509 2.027
28 H 2.144 4.114 1.096
29 H 0.307 3.349 3.755
30 H 1.870 4.387 4.018
31 H 4.164 1.684 0.621
32 H 3.567 0.298 1.833
33 H 4.997 -0.691 -0.108
34 H 3.259 -1.416 -0.182
35 H 4.293 -0.956 -3.648
36 H 3.945 -2.123 -2.203
37 H 1.572 -0.050 -2.768
38 H 1.964 -1.207 -4.256
39 H 1.434 -1.975 -2.529
40 H -0.536 -2.653 1.600
41 H 0.839 -2.098 0.420
42 H -0.158 -2.453 4.595
43 H -1.415 -1.140 6.120
44 H -2.607 -2.147 5.064
45 H -3.702 -0.248 4.004
46 H -2.931 0.685 5.468
47 H -2.080 0.790 3.790
48 C 5.090 -0.725 4.972
49 O 4.036 -0.864 4.365
50 N 5.529 0.445 5.554
51 C 6.793 0.525 6.256
52 C 4.704 1.631 5.462
53 H 5.795 -1.563 5.101
54 H 6.604 0.822 7.291
55 H 7.422 1.274 5.766
56 H 7.310 -0.439 6.247
57 H 3.733 1.427 5.924
58 H 4.547 1.876 4.408
59 H 5.182 2.474 5.969
60 C -4.697 -0.029 -5.609
61 O -5.684 0.305 -4.967
62 N -3.498 -0.447 -5.072
63 C -2.376 -0.826 -5.905
64 C -3.353 -0.510 -3.632
65 H -4.696 -0.019 -6.711
66 H -2.111 -1.865 -5.689
67 H -1.528 -0.175 -5.674
68 H -2.623 -0.732 -6.965
69 H -4.104 -1.196 -3.228
70 H -3.524 0.486 -3.213
71 H -2.353 -0.857 -3.360
72 C -0.162 -4.858 0.428
73 O 0.849 -4.185 0.585
74 N -0.218 -6.236 0.458
75 C -1.458 -6.957 0.262
76 C 0.998 -6.986 0.692
77 H -1.143 -4.390 0.244
78 H -1.660 -7.559 1.152
79 H -1.353 -7.610 -0.609
80 H -2.292 -6.269 0.097
81 H 1.417 -6.694 1.660
82 H 1.722 -6.744 -0.092
83 H 0.796 -8.060 0.687
84 C -5.504 5.105 -8.229
85 O -5.479 6.306 -8.468
86 N -5.192 4.524 -7.018
87 C -5.246 3.092 -6.818
88 C -4.799 5.371 -5.911
89 H -5.789 4.370 -9.000
90 H -5.964 2.873 -6.022
91 H -4.253 2.738 -6.527
92 H -5.556 2.578 -7.732
93 H -5.609 6.073 -5.693
94 H -3.908 5.939 -6.195
95 H -4.584 4.770 -5.023

Cartesian forces, eV/Å:
C 0.499 0.257 0.143
C -0.875 0.686 -0.128
C -0.834 2.725 0.566
O -0.564 0.624 1.295
N -2.439 -4.137 -2.038
C -3.382 -3.467 1.935
O -0.619 -2.120 5.109
C 2.274 -1.047 -0.460
C 0.563 -0.737 0.250
O 0.071 -1.725 1.110
C -1.121 -0.655 -0.966
C 0.593 0.420 0.290
C 1.877 3.543 0.169
C 0.141 0.067 1.343
C 2.448 2.112 -6.894
O -2.404 -2.634 8.793
Cl 2.662 -0.470 -0.049
N 3.888 4.387 -2.905
N -0.036 -0.277 1.925
C -1.849 -0.473 1.162
C -0.498 0.469 1.054
C 0.220 -0.620 -3.301
Br 0.144 -0.498 -3.081
H 0.420 2.107 -1.089
H 1.479 -2.208 -0.354
H -0.109 0.012 2.309
H 0.179 -2.646 -0.316
H -1.755 0.144 1.681
H 2.226 0.355 -1.183
H -0.798 -2.082 -1.496
H -2.003 -1.740 0.238
H -0.060 0.986 -2.273
H -2.294 0.762 -0.087
H 0.918 2.321 -0.211
H -1.314 0.169 2.383
H -0.511 2.148 -0.645
H 0.955 -2.462 -0.752
H -0.154 -0.008 2.288
H 1.220 1.899 -1.356
H 0.727 2.456 -1.360
H -2.440 1.158 1.024
H -0.625 1.278 -0.997
H -0.836 0.088 -2.538
H 1.900 1.851 -0.234
H 2.466 0.577 0.859
H 0.556 -1.374 -2.178
H -1.028 -1.597 1.201
C 0.249 0.965 0.414
O 0.184 0.405 0.198
N -0.429 -1.505 -0.651
C -0.041 0.129 0.015
C -0.164 -0.146 -0.212
H 0.005 0.122 0.039
H 0.228 -0.026 -0.040
H 0.106 -0.094 0.184
H -0.154 0.147 -0.040
H 0.037 0.199 -0.081
H -0.100 0.136 0.169
H -0.025 -0.243 -0.080
C 0.284 -0.147 0.740
O 0.896 -0.275 -0.254
N -1.155 0.408 -0.785
C -0.068 0.030 0.209
C -0.229 0.062 0.039
H 0.118 -0.053 0.012
H 0.163 0.066 -0.161
H 0.091 -0.151 -0.155
H -0.034 0.006 0.199
H 0.098 0.115 0.141
H 0.043 -0.175 0.154
H -0.201 0.110 -0.138
C 0.269 -1.559 -0.025
O -0.050 -0.980 -0.069
N -0.182 1.960 -0.065
C 0.069 -0.098 0.009
C 0.315 0.204 0.024
H -0.110 -0.124 -0.024
H -0.150 -0.031 -0.165
H -0.201 -0.012 0.108
H 0.186 -0.062 0.027
H 0.101 -0.148 -0.138
H 0.039 -0.141 0.177
H -0.065 0.269 -0.020
C 0.233 0.404 0.654
O 0.066 -0.949 0.461
N -0.302 0.330 -1.314
C -0.084 0.260 0.191
C -0.045 0.270 -0.192
H 0.019 -0.082 0.100
H 0.147 -0.279 -0.089
H -0.090 -0.196 0.029
H 0.029 0.159 0.105
H 0.201 0.022 0.109
H -0.100 0.055 0.189
H -0.080 0.014 -0.233

Calculated values
- HOMO-LUMO gap: 6.391 eV
- Total charge: +1
- LUMO: -0.134 Eh
- Multiplicity: 1

No. 3
This record from the OMol25 dataset describes C27H30N4O2S2 in the gas phase at a distorted geometry. The level of theory is the ωB97M-V functional and the def2-TZVPD basis.

Cartesian coordinates (Å):
1 C -1.225 -0.901 -3.379
2 C -2.249 -0.760 -2.560
3 C -3.105 0.473 -2.516
4 N -2.842 1.271 -1.315
5 C -1.693 1.993 -1.324
6 O -0.997 2.072 -2.315
7 C -1.265 2.645 -0.014
8 H -1.654 2.131 0.861
9 H -1.520 3.703 0.007
10 S 0.554 2.603 0.020
11 C 0.732 0.877 -0.270
12 N -0.195 0.131 0.240
13 C -0.110 -1.194 -0.001
14 C 0.886 -1.730 -0.795
15 C 1.910 -0.914 -1.374
16 O 2.810 -1.281 -2.101
17 N 1.768 0.446 -1.019
18 C 2.800 1.354 -1.471
19 H 3.371 0.808 -2.225
20 H 2.335 2.231 -1.928
21 C 3.699 1.787 -0.297
22 N 3.973 0.671 0.585
23 C 5.027 -0.198 0.084
24 C 5.078 -1.535 0.814
25 H 5.715 -2.221 0.262
26 H 4.080 -1.961 0.869
27 H 5.477 -1.434 1.820
28 H 4.799 -0.402 -0.964
29 H 6.016 0.288 0.123
30 C 4.084 1.049 1.981
31 H 4.112 0.131 2.571
32 H 3.161 1.577 2.243
33 C 5.287 1.925 2.349
34 H 5.279 2.849 1.775
35 H 5.247 2.174 3.406
36 H 6.220 1.402 2.155
37 H 4.611 2.240 -0.717
38 H 3.172 2.553 0.276
39 S 0.748 -3.450 -1.004
40 C -0.672 -3.468 0.013
41 C -1.426 -4.581 0.357
42 C -2.515 -4.408 1.187
43 C -2.850 -3.147 1.682
44 C -2.107 -2.038 1.344
45 C -1.014 -2.189 0.492
46 H -2.347 -1.057 1.721
47 H -3.700 -3.044 2.340
48 H -3.113 -5.264 1.464
49 H -1.158 -5.556 -0.019
50 C -3.787 1.251 -0.273
51 C -4.351 0.046 0.137
52 C -5.303 0.028 1.140
53 C -5.710 1.206 1.742
54 C -5.170 2.410 1.321
55 C -4.222 2.436 0.314
56 H -3.834 3.381 -0.035
57 H -5.496 3.336 1.768
58 H -6.451 1.189 2.527
59 H -5.726 -0.915 1.452
60 H -4.038 -0.880 -0.319
61 H -4.166 0.215 -2.520
62 H -2.877 1.101 -3.381
63 H -2.499 -1.539 -1.851
64 H -0.951 -0.125 -4.074
65 H -0.615 -1.789 -3.386

Cartesian forces, eV/Å:
C 0.066 -0.089 -0.114
C -0.219 0.084 0.040
C 0.116 0.000 -0.358
N -0.253 -0.175 -0.300
C -0.039 0.239 0.200
O -0.041 0.007 -0.251
C 0.659 -0.189 0.084
H -0.036 0.120 -0.105
H -0.029 0.004 0.017
S 0.002 0.588 0.180
C -0.454 0.037 0.340
N -0.212 0.075 0.308
C 0.989 -0.177 -0.715
C -0.457 -0.174 0.397
C -0.277 0.135 0.223
O 0.241 -0.295 -0.170
N -0.203 -0.246 -0.237
C 0.518 0.313 -0.167
H -0.130 0.148 0.107
H 0.038 -0.123 -0.043
C -0.115 -0.213 -0.071
N 0.025 0.098 -0.133
C 0.001 -0.157 0.010
C 0.045 0.250 -0.159
H 0.078 -0.097 0.004
H -0.118 -0.083 0.021
H 0.034 -0.046 0.113
H 0.087 0.051 0.016
H -0.042 0.002 -0.049
C 0.089 0.106 0.176
H -0.082 0.061 0.061
H 0.025 -0.090 0.057
C -0.252 -0.244 -0.121
H 0.056 0.130 -0.033
H 0.047 0.065 0.113
H 0.150 0.003 -0.001
H -0.087 0.075 0.048
H 0.144 0.036 0.008
S -0.033 0.101 0.035
C 0.172 0.397 -0.073
C -0.058 -0.091 0.029
C 0.076 -0.112 -0.086
C -0.071 0.133 0.067
C 0.087 0.026 -0.023
C -0.089 -0.517 0.007
H -0.049 0.094 0.060
H -0.076 0.014 0.071
H -0.043 -0.082 0.020
H -0.011 -0.142 -0.020
C -0.274 0.127 0.326
C 0.063 0.103 -0.074
C -0.046 -0.003 -0.009
C -0.045 0.016 0.066
C 0.004 0.018 0.080
C 0.005 -0.118 -0.070
H 0.024 0.088 -0.061
H -0.029 0.081 0.037
H -0.071 -0.002 0.066
H -0.038 -0.095 0.028
H 0.064 -0.090 -0.055
H 0.086 0.089 -0.005
H -0.135 -0.104 0.072
H 0.040 -0.164 0.076
H 0.012 0.234 -0.120
H 0.076 -0.227 0.059

Calculated values
- SMILES: C=CCN(C(=O)CSc1nc2c(sc3ccccc32)c(=O)n1CCN(CC)CC)c1ccccc1
- HOMO-LUMO gap: 8.161 eV
- Total charge: 0
- LUMO: 0.009 Eh
- Multiplicity: 1
- Relative energy (zero: lowest compared OMol25 entry of this formula, charge and spin): 14.4 kcal/mol

No. 4
This record from the OMol25 dataset describes C21H23N5OS in the gas phase at a distorted geometry. The level of theory is the ωB97M-V functional and the def2-TZVPD basis.

Cartesian coordinates (Å):
1 C -2.255 -0.581 -3.099
2 H -2.565 -0.145 -4.046
3 H -2.818 -0.111 -2.296
4 H -2.499 -1.641 -3.105
5 C -0.752 -0.385 -2.889
6 C -0.344 -0.950 -1.560
7 C 0.148 -2.245 -1.464
8 C 0.446 -2.814 -0.239
9 C 0.255 -2.091 0.926
10 C -0.217 -0.794 0.858
11 C -0.516 -0.234 -0.376
12 N -0.969 1.102 -0.400
13 C -0.268 2.206 -0.787
14 N -0.952 3.294 -0.556
15 N -2.108 2.935 -0.011
16 C -2.132 1.625 0.091
17 C -3.245 0.845 0.591
18 N -3.211 -0.469 0.376
19 C -4.221 -1.197 0.811
20 C -5.316 -0.667 1.477
21 C -5.353 0.704 1.693
22 C -4.302 1.481 1.244
23 H -4.270 2.550 1.377
24 H -6.191 1.157 2.203
25 H -6.117 -1.306 1.813
26 H -4.143 -2.258 0.610
27 S 1.326 2.125 -1.496
28 C 2.255 2.812 -0.077
29 H 1.745 3.722 0.233
30 C 2.247 1.800 1.055
31 O 1.504 1.920 2.013
32 N 3.089 0.762 0.928
33 C 3.188 -0.235 1.984
34 C 4.362 -1.110 1.561
35 H 4.267 -2.129 1.927
36 C 4.307 -1.021 0.037
37 H 5.245 -1.295 -0.440
38 C 3.943 0.443 -0.198
39 H 3.421 0.592 -1.145
40 H 4.842 1.073 -0.185
41 H 3.513 -1.663 -0.345
42 H 5.300 -0.691 1.927
43 H 3.332 0.261 2.946
44 H 2.257 -0.808 2.031
45 H 3.257 3.031 -0.440
46 H -0.351 -0.202 1.752
47 H 0.471 -2.538 1.886
48 H 0.823 -3.826 -0.193
49 H 0.291 -2.817 -2.370
50 H -0.512 0.679 -2.948
51 H -0.204 -0.892 -3.685

Cartesian forces, eV/Å:
C 0.131 0.126 -0.092
H -0.088 0.018 -0.092
H -0.078 0.012 0.043
H -0.065 -0.090 0.009
C -0.177 -0.019 0.020
C 0.060 0.226 0.121
C 0.014 0.020 0.010
C -0.007 -0.095 0.017
C -0.059 -0.006 0.055
C 0.060 0.064 -0.174
C 0.582 -0.853 0.098
N -0.540 0.735 0.080
C 0.455 -0.121 -0.234
N 0.893 0.350 -0.523
N -1.136 -0.378 0.608
C 0.475 0.267 -0.290
C -0.727 -0.162 0.345
N 0.205 0.233 -0.191
C -0.326 -0.186 0.155
C 0.035 0.065 -0.006
C 0.070 -0.086 -0.059
C 0.149 -0.132 -0.067
H -0.015 0.115 0.031
H -0.044 0.036 0.030
H -0.053 -0.069 0.019
H -0.102 -0.109 0.036
S 0.047 0.295 -0.007
C -0.328 -0.151 -0.064
H 0.148 -0.081 0.050
C 0.125 0.264 -0.261
O -0.257 0.099 0.261
N 0.145 -0.291 0.163
C -0.178 -0.079 0.421
C -0.116 0.048 -0.093
H 0.034 -0.027 0.061
C 0.063 0.100 0.036
H 0.001 -0.025 -0.075
C 0.274 0.100 -0.403
H 0.086 -0.027 0.061
H -0.013 -0.053 -0.086
H -0.035 -0.019 -0.044
H 0.041 -0.012 0.031
H -0.049 -0.091 -0.037
H 0.104 0.047 0.086
H 0.030 0.028 -0.024
H 0.007 0.083 0.066
H 0.033 -0.019 0.081
H 0.029 -0.089 -0.002
H 0.018 -0.050 -0.112
H 0.013 -0.069 -0.083
H 0.067 0.057 0.026

Calculated values
- SMILES: CCc1ccccc1-n1c(SCC(=O)N2CCCC2)nnc1-c1ccccn1
- HOMO-LUMO gap: 8.976 eV
- Total charge: 0
- LUMO: 0.016 Eh
- Multiplicity: 1
- Relative energy (zero: lowest compared OMol25 entry of this formula, charge and spin): 4.0 kcal/mol

Number 1: E_tot -2454.1937 a.u.. Number 2: E_tot -5040.5508 a.u.. Number 3: E_tot -2212.7832 a.u.. Number 4: E_tot -1561.2686 a.u..